170
Properties=species:S:1:pos:R:3:lowdin_charge:R:1 method="wB97M-V/def2-TZVPD" charge=+3 molar_mass_g_mol=1309.404 lumo_energy_ha=-0.2574 max_force_ev_per_a=2.73 energy_ev=-167027.6388
C -1.975 2.619 0.018 -0.73
F -2.917 2.583 -0.837 0.21
F -0.881 2.817 -0.623 0.20
F -2.150 3.654 0.890 0.08
S -1.960 1.030 1.031 0.60
O -2.980 1.140 2.028 -0.29
O -2.141 0.019 0.057 -0.26
N -0.500 1.172 1.799 -0.30
S 0.447 0.134 1.042 0.58
O 0.122 -1.224 1.341 -0.28
O 0.682 0.433 -0.336 -0.27
C 2.095 0.516 1.848 -0.71
F 2.213 -0.046 3.022 0.18
F 3.046 0.174 1.028 0.17
F 2.161 1.840 1.977 0.13
C 2.950 -3.881 0.233 -0.69
F 3.699 -4.735 0.875 0.17
F 2.764 -2.794 0.972 0.13
F 3.579 -3.544 -0.901 0.12
S 1.297 -4.629 -0.247 0.61
O 0.372 -3.549 -0.459 -0.31
O 1.640 -5.375 -1.404 -0.26
N 0.936 -5.412 1.196 -0.31
S 1.142 -6.980 0.873 0.59
O 0.137 -7.436 -0.057 -0.30
O 2.498 -7.336 0.574 -0.27
C 0.731 -7.915 2.460 -0.65
F 1.782 -7.963 3.294 0.15
F -0.349 -7.391 3.064 0.11
F 0.393 -9.121 2.046 0.16
C -1.815 2.229 5.122 -0.03
C -0.513 2.939 4.962 -0.33
C 0.619 2.105 5.449 -0.20
O 1.778 2.887 5.288 -0.18
C 2.949 2.210 5.664 -0.07
N -0.348 3.409 3.525 0.21
H -1.082 4.079 3.331 0.14
H 0.591 3.832 3.471 0.17
H -0.408 2.567 2.864 0.09
H -2.659 2.674 4.598 0.09
H -2.109 2.200 6.173 0.11
H -1.673 1.186 4.841 0.09
H -0.499 3.899 5.479 0.16
H 0.630 1.131 4.937 0.14
H 0.466 1.934 6.523 0.16
H 2.858 1.614 6.578 0.10
H 3.726 2.942 5.841 0.10
H 3.208 1.523 4.855 0.08
C -3.040 5.820 -1.196 -0.03
C -3.437 6.966 -0.290 -0.27
C -4.928 7.135 -0.192 -0.25
O -5.556 5.983 0.179 -0.19
C -6.964 6.145 0.333 -0.05
N -2.923 6.696 1.130 0.23
H -1.914 6.506 1.169 0.17
H -3.046 7.593 1.625 0.18
H -3.439 5.942 1.600 0.16
H -1.999 5.500 -1.101 0.09
H -3.272 6.040 -2.235 0.11
H -3.593 4.904 -0.985 0.07
H -2.912 7.858 -0.622 0.16
H -5.246 7.445 -1.205 0.16
H -5.248 7.995 0.422 0.15
H -7.340 6.780 -0.473 0.10
H -7.182 6.675 1.272 0.10
H -7.465 5.189 0.404 0.09
C -2.701 -5.777 1.137 -0.01
C -2.622 -4.267 1.076 -0.33
C -3.887 -3.635 1.663 -0.15
O -3.811 -2.200 1.861 -0.24
C -3.993 -1.677 3.163 -0.08
N -1.438 -3.783 1.821 0.22
H -0.590 -4.348 1.596 0.08
H -1.240 -2.779 1.702 0.12
H -1.601 -3.995 2.815 0.18
H -1.910 -6.203 0.520 0.08
H -3.693 -6.052 0.771 0.10
H -2.662 -6.169 2.154 0.10
H -2.616 -3.829 0.080 0.14
H -4.216 -4.158 2.569 0.14
H -4.727 -3.657 0.964 0.11
H -5.044 -1.387 3.261 0.09
H -3.393 -0.778 3.222 0.06
H -3.774 -2.363 3.981 0.10
C 6.095 -1.509 -0.144 -0.04
C 7.577 -1.169 -0.305 -0.32
C 8.241 -0.896 1.002 -0.20
O 9.566 -0.525 0.714 -0.17
C 10.440 -0.862 1.768 -0.09
N 8.191 -2.378 -0.968 0.23
H 7.831 -2.578 -1.911 0.18
H 9.213 -2.212 -1.048 0.18
H 8.071 -3.270 -0.460 0.18
H 5.519 -0.692 0.291 0.08
H 5.902 -2.396 0.468 0.09
H 5.625 -1.671 -1.120 0.08
H 7.582 -0.336 -1.012 0.14
H 8.164 -1.781 1.651 0.14
H 7.801 -0.017 1.483 0.16
H 10.101 -0.400 2.705 0.10
H 11.446 -0.469 1.650 0.10
H 10.495 -1.950 1.880 0.09
C 6.562 0.864 -4.580 -0.03
C 5.578 1.950 -4.344 -0.33
C 4.350 1.510 -3.611 -0.22
O 3.651 2.664 -3.256 -0.19
C 2.329 2.377 -2.781 -0.06
N 6.199 3.057 -3.532 0.21
H 5.539 3.819 -3.324 0.17
H 6.535 2.703 -2.595 0.11
H 7.003 3.519 -3.976 0.18
H 7.429 1.206 -5.135 0.10
H 6.028 0.101 -5.161 0.10
H 6.843 0.264 -3.714 0.08
H 5.298 2.538 -5.217 0.16
H 4.604 0.914 -2.724 0.13
H 3.751 0.894 -4.292 0.14
H 2.377 1.920 -1.786 0.07
H 1.788 1.680 -3.440 0.10
H 1.752 3.298 -2.825 0.09
C -7.133 -2.047 0.024 -0.01
C -6.564 -0.673 -0.195 -0.29
C -6.719 0.318 0.928 -0.21
O -6.208 1.548 0.565 -0.15
C -5.979 2.365 1.670 -0.10
N -5.077 -0.783 -0.534 0.23
H -4.525 -1.064 0.299 0.12
H -4.901 -1.492 -1.248 0.15
H -4.726 0.133 -0.862 0.14
H -6.565 -2.605 0.766 0.07
H -7.118 -2.590 -0.923 0.10
H -8.179 -2.000 0.319 0.11
H -6.928 -0.219 -1.120 0.16
H -6.255 -0.070 1.848 0.13
H -7.793 0.393 1.148 0.15
H -5.706 3.357 1.292 0.08
H -5.133 2.068 2.298 0.07
H -6.872 2.548 2.279 0.11
C -1.199 -1.668 -2.580 -0.05
C -1.212 -2.526 -3.831 -0.30
C -0.289 -3.694 -3.901 -0.21
O -0.513 -4.257 -5.150 -0.18
C 0.449 -5.193 -5.590 -0.07
N -2.666 -2.914 -3.980 0.22
H -2.878 -3.690 -3.346 0.17
H -3.170 -2.033 -3.767 0.09
H -3.025 -3.215 -4.899 0.18
H -0.155 -1.482 -2.303 0.09
H -1.554 -2.202 -1.688 0.07
H -1.691 -0.699 -2.601 0.08
H -1.057 -1.860 -4.682 0.17
H -0.587 -4.375 -3.084 0.14
H 0.762 -3.421 -3.784 0.14
H 1.465 -4.791 -5.528 0.09
H 0.215 -5.477 -6.614 0.10
H 0.397 -6.144 -5.041 0.10
C 4.892 2.557 0.200 -0.04
C 6.413 2.762 0.038 -0.69
O 7.031 2.110 -0.920 -0.16
O 6.965 3.469 0.915 -0.03
H 4.434 1.919 -0.566 0.04
H 4.414 3.535 0.228 0.08
H 4.725 2.030 1.141 0.05
C -5.418 1.635 -3.760 -0.03
C -4.895 0.340 -4.366 -0.73
O -4.214 -0.426 -3.561 -0.17
O -5.169 0.072 -5.526 0.01
H -6.500 1.769 -3.853 0.08
H -5.015 2.502 -4.296 0.08
H -5.183 1.736 -2.708 0.03

144
Properties=species:S:1:pos:R:3:lowdin_charge:R:1 method="wB97M-V/def2-TZVPD" charge=+4 molar_mass_g_mol=795.162 lumo_energy_ha=-0.2855 max_force_ev_per_a=3.50 energy_ev=-71144.8630
C -2.648 -7.232 0.138 0.01
C -1.912 -6.444 1.201 -0.55
O -1.767 -5.206 1.249 -0.02
N -1.311 -7.234 2.073 0.02
H -1.504 -8.208 2.140 0.14
H 0.408 -0.876 -0.446 0.10
C -0.383 -6.726 3.125 -0.03
H -3.221 -6.566 -0.513 0.08
H -3.346 -7.937 0.661 0.10
H -1.883 -7.758 -0.414 0.09
H -0.976 -6.388 3.964 0.08
H 0.240 -5.905 2.721 0.09
H 0.223 -7.586 3.319 0.08
C -7.566 -6.013 1.487 -0.10
C -6.154 -6.097 0.932 -0.22
C -5.457 -4.668 0.790 -0.15
C -5.664 -3.903 2.096 -0.13
N -4.885 -2.599 2.158 -0.26
C -5.317 -1.622 1.035 -0.05
C -3.973 -1.090 0.497 -0.13
C -3.025 -2.266 0.624 -0.14
C -3.382 -2.829 2.006 -0.09
C -5.189 -1.934 3.450 0.01
H -8.083 -6.943 1.621 0.09
H -8.179 -5.313 0.978 0.07
H -7.486 -5.668 2.488 0.06
H -6.059 -6.632 -0.040 0.12
H -5.593 -6.735 1.635 0.11
H -5.941 -4.140 -0.008 0.10
H -4.370 -4.793 0.621 0.09
H -5.377 -4.546 2.943 0.15
H -6.685 -3.612 2.264 0.12
H -5.975 -0.905 1.459 0.12
H -5.828 -2.246 0.363 0.10
H -3.684 -0.222 1.107 0.11
H -4.119 -0.657 -0.497 0.12
H -2.019 -1.853 0.639 0.11
H -3.040 -3.089 -0.090 0.11
H -2.955 -2.120 2.679 0.11
H -3.064 -3.833 2.242 0.10
H -4.656 -0.996 3.312 0.11
H -4.806 -2.508 4.322 0.13
H -6.268 -1.874 3.497 0.11
C 2.669 10.233 0.226 -0.10
C 3.220 8.896 -0.096 -0.31
C 2.350 7.819 -0.575 -0.20
C 2.772 6.525 0.214 -0.13
N 2.280 5.206 -0.298 -0.25
C 2.851 3.956 0.427 -0.05
C 2.761 2.850 -0.618 -0.15
C 2.568 3.533 -1.974 -0.13
C 2.736 5.043 -1.725 -0.10
C 0.706 5.113 -0.248 0.06
H 3.281 11.068 0.587 0.09
H 1.892 10.101 0.999 0.08
H 2.089 10.611 -0.685 0.11
H 3.639 8.474 0.868 0.13
H 4.045 8.957 -0.836 0.14
H 2.407 7.635 -1.687 0.12
H 1.280 7.966 -0.358 0.12
H 2.375 6.568 1.199 0.13
H 3.870 6.459 0.209 0.14
H 2.304 3.829 1.324 0.12
H 3.894 4.176 0.638 0.14
H 1.960 2.115 -0.407 0.09
H 3.653 2.284 -0.544 0.10
H 1.544 3.267 -2.283 0.09
H 3.227 3.188 -2.765 0.12
H 2.213 5.724 -2.361 0.11
H 3.793 5.341 -1.802 0.15
H 0.357 4.090 -0.500 0.07
H 0.276 5.873 -0.911 0.10
H 0.385 5.192 0.837 0.13
C -0.300 -0.301 8.332 0.07
N 0.582 -0.304 7.032 -0.35
C 1.986 -0.029 7.443 -0.01
C 0.536 -1.655 6.345 0.01
C 0.125 0.816 6.139 -0.07
C 0.827 0.819 4.697 -0.20
O 0.583 -0.222 3.765 -0.07
H -0.100 0.583 8.899 0.10
H -0.006 -1.221 8.809 0.10
H -1.359 -0.383 8.031 0.12
H 2.410 -0.819 8.119 0.14
H 2.100 0.940 7.868 0.10
H 2.602 0.018 6.564 0.09
H -0.345 -1.816 5.719 0.11
H 0.729 -2.428 7.086 0.11
H 1.377 -1.714 5.596 0.12
H 0.285 1.754 6.671 0.14
H -0.945 0.728 6.038 0.13
H 1.881 0.860 4.794 0.10
H 0.548 1.739 4.174 0.13
H -0.211 0.103 3.338 0.04
C -0.733 2.458 -4.495 0.05
N -2.228 2.349 -4.190 -0.35
C -2.994 1.567 -5.181 0.01
C -2.348 1.726 -2.795 0.01
C -2.859 3.728 -3.972 -0.07
C -2.921 4.699 -5.170 -0.23
O -1.640 5.085 -5.457 -0.03
H -0.356 2.914 -3.606 0.08
H -0.504 2.954 -5.389 0.09
H -0.326 1.445 -4.587 0.11
H -3.039 2.110 -6.094 0.09
H -4.023 1.511 -4.873 0.11
H -2.548 0.548 -5.324 0.14
H -3.426 1.740 -2.595 0.11
H -1.661 2.265 -2.147 0.07
H -2.127 0.653 -2.904 0.11
H -2.229 4.136 -3.154 0.15
H -3.858 3.508 -3.610 0.13
H -3.558 5.494 -4.848 0.13
H -3.363 4.253 -6.032 0.12
H -1.627 5.935 -5.869 0.10
C 7.055 -3.978 -3.557 0.04
N 6.138 -2.778 -3.771 -0.38
C 5.084 -2.767 -2.727 -0.03
C 6.939 -1.516 -3.557 0.03
C 5.484 -2.880 -5.114 -0.09
C 6.283 -2.353 -6.350 -0.22
O 7.593 -2.889 -6.458 -0.05
H 6.548 -4.909 -3.756 0.11
H 7.381 -3.891 -2.509 0.12
H 7.959 -3.832 -4.171 0.12
H 4.483 -3.686 -2.717 0.12
H 4.396 -1.913 -2.912 0.10
H 5.510 -2.565 -1.724 0.12
H 7.746 -1.636 -4.279 0.11
H 7.369 -1.603 -2.569 0.11
H 6.271 -0.658 -3.659 0.12
H 4.555 -2.251 -5.108 0.15
H 5.164 -3.903 -5.166 0.13
H 6.252 -1.238 -6.417 0.14
H 5.637 -2.740 -7.146 0.13
H 8.040 -2.384 -7.156 0.12
N -0.572 1.430 0.824 -0.63
O -0.830 2.108 -0.162 -0.05
O -1.480 1.060 1.579 -0.03
O 0.577 1.271 1.196 -0.02
N 1.260 -1.156 -2.152 -0.39
O 1.151 -0.739 -3.320 0.08
O 2.020 -2.048 -1.744 0.09
O 0.531 -0.417 -1.251 0.12